3 unconnected molecules or ions with the total composition C24H53FN3O2. Source: the OMol25 dataset; level of theory: wB97M-V/def2-TZVPD.

* calculated total energy: -1360.76342 a.u.
* 2S+1: 2
* LUMO energy: 0.6 eV
* <S²>: 0.754

```
83
Properties=species:S:1:pos:R:3:forces:R:3
C -2.602331 -2.148164 0.208403 -0.138 0.068 -0.130
C -2.731903 -2.459224 -1.292461 0.022 -0.114 -0.040
C -1.428980 -2.835999 -2.032604 -0.003 -0.040 0.005
F -0.310345 -2.726583 -1.194665 -0.142 0.136 -0.093
C -1.157304 -2.096572 -3.363331 -0.001 -0.082 0.216
O -2.162023 -2.591321 -4.261745 -0.071 0.050 0.011
C -1.210712 -0.571543 -3.373015 0.053 -0.040 -0.029
C -0.079875 0.186957 -2.661987 -0.088 -0.173 0.241
C -0.373391 0.424632 -1.171731 0.101 0.022 0.060
C 0.093279 1.548326 -3.343694 -0.136 0.086 -0.017
N 1.191736 -0.593177 -2.733691 -0.083 0.486 -0.906
O 2.219941 0.118973 -2.490046 0.126 -0.179 0.388
C 1.402417 -1.639721 -3.788760 -0.028 -0.175 0.253
C 2.609355 -2.468203 -3.351101 -0.023 -0.020 0.097
C 1.722919 -0.947031 -5.118193 0.045 -0.076 -0.078
C 0.176732 -2.569367 -3.946491 -0.078 -0.002 -0.105
H -1.609727 -1.799796 0.471158 0.085 0.001 0.022
H -2.834736 -3.029577 0.806234 0.137 0.023 0.012
H -3.309836 -1.367838 0.494407 -0.017 -0.075 -0.006
H -3.222668 -1.626701 -1.803633 0.124 0.086 0.043
H -3.413664 -3.305666 -1.397377 -0.026 0.083 -0.089
H -1.480828 -3.889647 -2.322691 0.095 0.044 0.085
H -3.030348 -2.312478 -3.944565 0.064 0.008 -0.019
H -2.163715 -0.209450 -2.977632 0.010 -0.024 -0.009
H -1.205385 -0.299443 -4.433652 0.015 -0.041 0.037
H 0.004527 -0.399332 -0.574540 -0.108 -0.130 0.049
H -1.443994 0.537778 -0.992408 0.017 0.043 -0.010
H 0.131751 1.328347 -0.826588 -0.048 -0.047 -0.022
H -0.888577 2.027976 -3.403533 0.055 0.005 0.008
H 0.490532 1.455875 -4.353759 -0.037 -0.016 0.013
H 0.753693 2.193542 -2.766901 0.043 -0.079 -0.049
H 2.939437 -3.098265 -4.179541 -0.008 0.018 0.033
H 2.345708 -3.113901 -2.511340 -0.003 0.065 0.006
H 3.420440 -1.812483 -3.040563 0.031 -0.036 -0.126
H 0.900733 -0.323397 -5.470848 0.005 -0.020 0.028
H 1.896700 -1.715017 -5.875612 0.035 0.055 0.021
H 2.624063 -0.339981 -5.023344 -0.070 0.034 0.029
H -0.000251 -2.708940 -5.015369 -0.015 0.001 0.052
H 0.402640 -3.557091 -3.539991 0.044 0.057 -0.009
C 3.338933 1.863536 0.052094 -0.032 0.005 0.086
C 3.335335 3.334700 -0.327665 -0.005 0.001 -0.046
N 4.469005 4.070697 0.208058 -0.012 -0.032 -0.041
C 4.328164 5.511757 0.106934 0.002 0.048 0.047
C 4.269207 6.137300 -1.291996 0.008 0.019 0.010
C 5.777334 3.528371 -0.122814 0.057 -0.015 0.012
C 6.122766 3.347576 -1.606361 0.018 0.007 0.014
H 3.427603 1.743208 1.133578 0.024 0.027 -0.002
H 2.414073 1.395873 -0.281709 0.028 -0.025 -0.005
H 4.151537 1.316344 -0.426074 0.003 0.003 -0.010
H 2.434122 3.807223 0.075480 0.001 0.005 0.002
H 3.255279 3.410154 -1.424596 -0.001 0.004 0.002
H 5.150731 5.965306 0.667213 0.004 -0.004 -0.006
H 3.412180 5.780477 0.642777 -0.012 -0.019 -0.013
H 5.238026 6.122507 -1.789805 -0.006 -0.024 -0.006
H 3.956485 7.180544 -1.214435 0.005 0.002 0.000
H 3.549845 5.624716 -1.932148 -0.006 0.000 0.005
H 5.870953 2.557243 0.368532 -0.034 -0.006 0.002
H 6.522808 4.171744 0.352073 -0.002 0.010 -0.018
H 5.312571 2.856853 -2.148081 0.005 -0.022 0.007
H 7.008304 2.716320 -1.702053 0.008 0.010 0.000
H 6.337241 4.292656 -2.103472 -0.038 0.001 -0.007
C -4.321532 -3.998248 6.384437 0.011 -0.018 -0.017
C -3.537194 -3.002403 5.544140 0.003 0.008 0.001
N -4.390628 -2.076136 4.819647 0.015 0.001 0.045
C -3.694092 -1.334145 3.784315 0.026 0.020 -0.093
C -2.588580 -0.359094 4.206457 -0.012 0.017 -0.022
C -5.328321 -1.317171 5.632299 -0.047 0.025 0.015
C -4.759876 -0.463499 6.772446 -0.022 0.012 -0.009
H -5.070515 -4.506566 5.775646 -0.007 0.007 0.003
H -3.644995 -4.747190 6.797656 -0.004 -0.003 -0.001
H -4.828790 -3.519561 7.222831 0.001 0.008 0.001
H -2.958138 -3.549107 4.794399 0.010 0.006 0.004
H -2.800698 -2.496502 6.188863 -0.008 0.007 -0.002
H -4.444059 -0.791912 3.200735 -0.015 -0.006 0.017
H -3.256687 -2.070802 3.103816 0.004 -0.023 0.029
H -2.988218 0.539303 4.675392 0.000 -0.017 0.024
H -2.023180 -0.044551 3.326635 -0.003 0.001 0.000
H -1.884815 -0.821924 4.899398 0.002 -0.007 -0.004
H -6.048926 -2.019413 6.057951 0.020 -0.027 -0.001
H -5.903576 -0.683480 4.952428 0.015 0.012 0.003
H -4.039871 -1.023057 7.371773 -0.015 -0.011 0.011
H -5.568489 -0.154743 7.437533 0.000 0.011 -0.005
H -4.267335 0.438602 6.412873 0.032 -0.023 -0.003
```
Forces are in eV/Å.


A molecular structure, C45H46IrN2P2Si. Source: the OMol25 dataset; level of theory: wB97M-V/def2-TZVPD.

* calculated total energy: -2927.02038 a.u.
* charge: +4
* ΔE to the lowest compared entry with this formula, charge and spin: 2.945 eV
* 2S+1: 2
* LUMO energy (spin up / spin down): -12.7 / -13.3 eV
* <S²>: 1.133

```
97
Properties=species:S:1:pos:R:3:forces:R:3
Ir -0.391738 -0.328218 1.068701 -0.693 0.291 -0.107
C -3.481663 0.351669 3.318597 0.006 -0.029 -0.075
C -2.452887 1.162632 3.827345 0.014 0.006 -0.054
C -1.150889 0.705467 3.832668 0.035 0.017 -0.196
C -0.860882 -0.583478 3.327322 0.088 -0.169 -0.062
C -1.900636 -1.388752 2.808363 0.163 0.042 0.178
C -3.212314 -0.898000 2.784129 0.057 0.126 -0.050
H -4.510615 0.684796 3.401426 -0.038 0.002 0.010
H -2.693468 2.110560 4.288823 -0.020 0.062 0.033
H -0.365700 1.293007 4.288861 0.047 0.015 0.021
H 0.084758 -1.028979 3.586223 0.171 -0.135 0.128
H -1.708302 -2.424751 2.575918 0.011 -0.129 -0.007
H -4.018378 -1.527881 2.435051 -0.053 -0.055 0.008
C 2.537546 -0.578920 3.003966 -0.031 0.152 -0.334
Si 1.988165 0.021378 1.307314 0.462 -0.593 -0.010
C 2.711142 1.744052 1.088508 -0.145 -0.101 0.198
C 3.861018 2.069892 1.808382 -0.065 -0.001 0.033
C 4.427712 3.335970 1.719655 0.019 0.041 0.014
C 3.842227 4.318606 0.935792 -0.009 0.034 -0.014
C 2.690257 4.031646 0.221197 0.049 0.005 -0.143
C 2.159385 2.742489 0.280781 -0.168 -0.010 -0.043
P 0.771962 2.333062 -0.753184 0.218 -0.319 -0.146
C -0.422536 3.664185 -0.734419 -0.037 -0.036 -0.024
C -0.896273 4.058195 0.530156 0.349 0.143 -0.033
C -1.737712 5.150539 0.649250 0.086 0.141 -0.068
C -2.114888 5.859271 -0.490156 -0.054 0.029 0.034
C -1.636838 5.487206 -1.739489 -0.017 -0.015 -0.020
C -0.794471 4.392283 -1.871638 0.044 -0.101 0.051
C 1.217221 1.784262 -2.381784 -0.126 0.151 0.218
C 2.555079 1.453955 -2.641204 0.144 -0.039 0.071
C 2.926798 1.024193 -3.903003 0.038 0.030 0.113
C 1.975529 0.903503 -4.906647 -0.002 0.004 -0.033
C 0.640993 1.220778 -4.658351 -0.025 0.006 0.055
C 0.260346 1.651313 -3.404880 -0.169 0.057 -0.010
C 2.625943 -1.145873 -0.031212 -0.180 0.235 0.302
C 3.919990 -1.037108 -0.541001 0.015 0.082 0.078
C 4.458039 -2.044818 -1.323890 0.034 -0.044 -0.037
C 3.714872 -3.182535 -1.615297 0.024 -0.019 -0.031
C 2.425862 -3.310566 -1.128092 -0.073 0.012 0.007
C 1.884982 -2.283979 -0.355792 -0.223 -0.029 0.147
P 0.207191 -2.435347 0.296720 0.217 0.161 -0.128
C 0.101505 -3.905925 1.342638 -0.230 0.059 -0.073
C -0.241951 -5.115418 0.717358 0.082 0.095 -0.021
C -0.205765 -6.302938 1.431495 -0.026 0.030 -0.082
C 0.153581 -6.302794 2.768501 0.066 0.042 0.154
C 0.485167 -5.108530 3.402647 -0.050 -0.064 -0.079
C 0.461442 -3.921580 2.692364 -0.004 -0.233 -0.186
C -0.910228 -2.746295 -1.085792 0.141 -0.069 -0.045
C -2.200452 -3.231897 -0.834176 -0.001 0.092 0.054
C -3.086816 -3.421395 -1.879660 -0.036 0.010 -0.049
C -2.696417 -3.128049 -3.183083 0.011 -0.002 -0.011
C -1.424354 -2.631966 -3.438750 -0.033 -0.009 -0.005
C -0.529034 -2.435701 -2.396761 -0.030 -0.027 0.116
H 3.613767 -0.760884 2.943968 0.054 0.035 0.005
H 2.098038 -1.528781 3.275202 -0.040 -0.244 0.038
H 2.361092 0.135394 3.806756 -0.039 0.091 0.013
H 4.324783 1.348266 2.465106 0.021 -0.050 0.035
H 5.316630 3.563110 2.291044 0.062 0.006 0.001
H 4.278892 5.305694 0.881052 0.001 0.044 0.017
H 2.233029 4.795925 -0.394029 -0.015 0.030 -0.020
H -0.537378 3.555132 1.422627 0.056 -0.046 0.086
H -2.068830 5.481215 1.623851 -0.013 0.031 0.088
H -2.759290 6.722496 -0.397717 -0.011 0.063 0.008
H -1.897808 6.069761 -2.611519 -0.021 0.020 -0.052
H -0.395573 4.140805 -2.844158 0.021 0.013 -0.020
H 3.302316 1.569743 -1.867117 0.011 -0.007 -0.005
H 3.964135 0.804535 -4.112737 0.030 -0.011 0.009
H 2.274952 0.580754 -5.893820 0.009 -0.016 -0.050
H -0.086256 1.156043 -5.454147 -0.050 -0.010 -0.041
H -0.769689 1.951457 -3.244144 -0.037 -0.081 0.022
H 4.531268 -0.175841 -0.301483 0.033 0.060 0.026
H 5.469628 -1.958580 -1.692777 0.069 0.015 -0.036
H 4.145337 -3.972025 -2.215532 0.013 -0.030 0.002
H 1.857511 -4.205389 -1.346424 -0.045 -0.037 -0.018
H -0.517922 -5.141693 -0.326637 -0.007 -0.039 -0.023
H -0.464282 -7.230535 0.939658 0.010 -0.005 -0.027
H 0.184623 -7.234245 3.318408 -0.020 0.019 0.016
H 0.764871 -5.109808 4.446607 0.021 0.014 0.021
H 0.743396 -3.020285 3.190805 0.120 0.429 0.248
H -2.499654 -3.494310 0.172625 -0.008 -0.026 0.055
H -4.072064 -3.822710 -1.687240 -0.032 -0.027 0.006
H -3.378819 -3.308761 -4.001730 -0.038 0.011 -0.035
H -1.121494 -2.423059 -4.454665 0.023 0.002 -0.053
H 0.465043 -2.063605 -2.602485 0.080 0.024 -0.018
N -3.447796 2.546329 0.581405 -0.414 -0.480 0.446
C -3.682421 1.866053 -0.737506 -0.033 0.040 -0.045
C -3.257687 0.411862 -0.790124 -0.215 -0.050 -0.094
N -1.805885 0.102830 -0.767866 0.298 -0.014 -0.125
H -4.006077 3.405112 0.641651 0.059 -0.066 0.014
H -2.465755 2.836922 0.690656 -0.101 0.012 -0.022
H -3.707387 1.940414 1.381592 0.083 0.270 -0.385
H -3.191882 2.479713 -1.494999 0.019 -0.029 0.028
H -4.757549 1.909578 -0.917073 0.063 -0.040 -0.050
H -3.658248 0.050898 -1.742646 -0.057 -0.058 0.079
H -3.748569 -0.168002 -0.006588 0.021 0.033 0.035
H -1.331230 0.642131 -1.489391 -0.031 0.053 -0.009
H -1.743225 -0.856829 -1.120340 -0.001 0.107 -0.014
```
Forces are in eV/Å.


A molecular structure, C20H39IrN2O2P2Si. Source: the OMol25 dataset; level of theory: wB97M-V/def2-TZVPD.

* calculated total energy: -2121.57052 a.u.
* charge: +1
* ΔE to the lowest compared entry with this formula, charge and spin: 0.000 eV
* 2S+1: 6
* LUMO energy (spin up / spin down): -1.9 / -5.2 eV
* <S²>: 8.776

```
67
Properties=species:S:1:pos:R:3:forces:R:3
C 0.699608 -1.477923 -4.682720 2.484 0.438 0.257
C 0.745665 -1.069692 -3.332625 0.194 0.871 1.621
N -0.371435 -1.080083 -2.560444 2.435 0.625 -0.099
C -1.556414 -1.352767 -3.126830 -1.883 0.016 0.667
C -1.658783 -1.732069 -4.474627 0.781 -0.195 -2.025
C -0.515727 -1.801714 -5.253881 -3.489 -1.051 -1.757
C 1.990710 -0.514677 -2.763115 -1.363 -1.865 0.093
P 1.893097 -0.487654 -0.947658 1.381 0.380 -1.354
Ir -0.306740 -0.293375 -0.245514 -0.422 1.469 2.844
P -2.510488 -0.484212 -0.685831 -1.349 -0.029 -1.273
C -2.840439 -1.210622 -2.332893 0.819 -0.096 -0.239
O 1.727787 1.914602 -3.542214 0.506 0.098 -0.252
O -0.594398 1.905382 -2.810855 0.047 -0.992 0.633
H 1.631135 -1.487699 -5.245025 -0.227 -0.030 0.084
H -2.678531 -1.895256 -4.859686 0.728 -0.104 -0.085
H -0.581468 -2.100647 -6.315285 0.020 0.239 0.784
C 2.624550 -2.035366 -0.358812 -0.008 -0.015 0.005
C 3.166423 0.792321 -0.602921 -0.141 -0.097 0.303
H -3.543557 -0.557939 -2.881442 -0.004 -0.380 0.243
H -3.282060 -2.211828 -2.180185 -0.160 0.365 -0.052
H 2.040070 0.842019 -3.054502 -0.676 -0.212 -0.417
H 2.885009 -0.997163 -3.190126 -0.158 0.417 0.068
C -3.602502 -1.504109 0.346494 -0.066 -0.033 0.091
C -3.278763 1.169110 -0.823678 -0.504 -0.056 -0.107
H -0.606252 1.425602 -1.849005 0.263 1.115 -1.380
H -0.902866 2.810348 -2.768255 -0.217 0.314 0.380
H 0.613666 1.936737 -3.351429 0.751 -0.183 -0.228
H 2.105612 1.804780 -4.442190 -0.865 0.336 0.547
H -0.473098 -1.801755 0.245009 0.245 -1.233 -0.197
H -0.595623 1.371226 -0.378302 0.486 0.123 -0.715
H 3.506562 -2.272093 -0.963960 -0.062 -0.058 0.242
H 2.885221 -1.901401 0.701038 0.006 -0.233 -0.408
H 1.851695 -2.804107 -0.473118 0.315 0.047 0.085
H 4.135241 0.469477 -1.015738 -0.311 0.048 0.117
H 2.873678 1.745523 -1.069668 0.052 -0.331 0.211
H 3.242807 0.924067 0.482470 0.238 0.044 -0.405
H -4.307784 1.030315 -1.174882 0.072 0.169 0.064
H -3.300139 1.715429 0.121034 0.051 -0.086 -0.263
H -2.723779 1.769727 -1.552719 -0.211 -0.304 0.126
H -4.585529 -1.552600 -0.145440 0.227 0.027 0.236
H -3.169591 -2.511664 0.390739 -0.118 0.240 0.010
H -3.702923 -1.099146 1.354868 -0.041 -0.219 -0.281
C -2.867364 0.743769 2.759912 -0.157 -0.013 -0.324
Si -1.057387 0.387101 3.130970 -0.783 0.231 0.986
C -0.562164 1.837866 4.206504 0.363 -0.160 -0.116
C -0.916639 -1.209394 4.095634 0.144 -0.064 -0.065
N 0.006751 0.237358 1.686010 -0.208 0.550 0.695
C 1.312390 0.498885 2.110573 2.153 -0.358 2.015
C 1.848126 1.810033 2.260339 -1.493 -0.973 -0.926
C 3.047428 2.033192 2.878264 0.750 -0.197 0.286
C 3.781980 0.968204 3.387723 0.021 -0.858 0.140
C 3.295752 -0.345325 3.300116 0.038 -0.019 -0.149
C 2.068947 -0.584840 2.679577 -0.784 0.202 -0.590
H -3.194146 1.614056 3.364875 0.197 -0.535 -0.293
H -3.486489 -0.132298 3.030927 0.175 0.556 -0.128
H -3.030704 1.005225 1.703522 -0.088 -0.198 0.649
H -1.370735 2.014243 4.928071 0.157 -0.073 -0.148
H 0.360984 1.623570 4.759218 -0.136 0.262 -0.125
H -0.436987 2.744009 3.598327 0.016 -0.123 0.282
H -1.031397 -2.093739 3.454807 0.027 0.138 0.171
H 0.044857 -1.264367 4.619631 -0.147 -0.075 -0.149
H -1.702422 -1.230301 4.862013 0.081 0.024 -0.175
H 1.267138 2.613074 1.828951 0.032 0.205 0.077
H 3.440361 3.038753 2.968982 -0.087 -0.022 -0.050
H 4.740083 1.115144 3.866127 -0.010 0.213 0.009
H 3.872367 -1.203121 3.710806 -0.472 0.824 -0.315
H 1.639651 -1.610188 2.622068 0.390 0.887 0.069
```
Forces are in eV/Å.


A molecular structure, C4H6OS. Source: the OMol25 dataset; level of theory: wB97M-V/def2-TZVPD.

* calculated total energy: -629.34159 a.u.
* ΔE to the lowest compared entry with this formula, charge and spin: 2.873 eV
* 2S+1: 1
* LUMO energy: 0.4 eV

```
12
Properties=species:S:1:pos:R:3:forces:R:3
C 1.082771 0.801598 0.008127 1.566 0.009 1.375
C 1.194479 -0.525312 0.089823 1.604 -0.333 -1.347
C -0.041146 1.767692 -0.000879 1.927 -2.757 -0.591
C 0.355303 -1.759735 -0.043279 2.108 1.583 2.078
O 2.457847 1.211413 0.067488 -1.004 -0.155 -0.584
S 3.000595 -0.417336 -0.046088 -1.240 0.608 0.559
H 0.112558 2.625451 0.495666 0.897 3.073 1.804
H -0.240443 1.940829 -0.984274 -0.771 1.006 -2.861
H -0.864271 1.302559 0.393035 -2.146 -1.226 1.107
H 0.980961 -2.501206 -0.528178 -0.446 -0.500 0.304
H 0.070986 -1.878949 1.009300 -0.305 -1.290 -0.458
H -0.436966 -1.442332 -0.615865 -2.190 -0.019 -1.385
```
Forces are in eV/Å.